This record from OMol25 describes C25H45N3O4PSSbTi as an isolated structure. The level of theory is ωB97M-V/def2-TZVPD.

Element x y z (Å)
Ti: 0.231 -0.116 0.119
C: 0.509 3.175 4.359
O: 0.399 2.912 2.934
C: 0.035 1.744 2.511
O: -0.070 1.555 1.273
N: -0.237 0.756 3.363
N: -0.661 -0.451 2.799
H: 0.776 4.219 4.439
H: 1.301 2.562 4.788
H: -0.447 3.000 4.849
H: -0.078 0.836 4.353
H: -1.561 -0.694 3.195
H: 0.019 -1.179 2.989
S: 2.519 -1.628 -3.354
C: 2.718 -2.866 -2.193
C: 2.046 -2.609 -1.041
C: 1.312 -1.383 -1.089
C: 1.507 -0.749 -2.298
C: 0.856 0.516 -2.619
C: 1.047 1.260 -3.766
C: 0.363 2.454 -3.918
C: -0.508 2.887 -2.920
C: -0.646 2.111 -1.798
N: 0.020 0.950 -1.648
H: 3.327 -3.730 -2.427
H: 2.068 -3.276 -0.189
H: 1.730 0.904 -4.528
H: 0.504 3.050 -4.810
H: -1.059 3.812 -3.011
H: -1.282 2.417 -0.977
C: -1.885 -1.956 -3.016
C: -2.087 -2.668 -1.678
C: -1.157 -3.874 -1.538
P: -1.973 -1.507 -0.251
C: -3.192 -0.163 -0.663
C: -4.569 -0.613 -1.163
C: -3.364 0.824 0.499
C: -2.618 -2.439 1.213
C: -1.492 -3.206 1.950
C: -3.786 -3.384 0.912
H: -2.010 -2.679 -3.825
H: -0.877 -1.546 -3.099
H: -2.608 -1.154 -3.180
H: -3.117 -3.021 -1.626
H: -0.110 -3.570 -1.517
H: -1.292 -4.532 -2.399
H: -1.362 -4.462 -0.644
H: -2.702 0.353 -1.490
H: -5.186 -0.984 -0.346
H: -4.523 -1.375 -1.942
H: -5.087 0.251 -1.587
H: -3.999 0.395 1.278
H: -3.863 1.730 0.148
H: -2.425 1.124 0.965
H: -2.993 -1.646 1.864
H: -0.489 -2.833 1.740
H: -1.502 -4.259 1.664
H: -1.649 -3.183 3.032
H: -3.464 -4.239 0.316
H: -4.617 -2.905 0.402
H: -4.164 -3.777 1.859
C: 4.336 3.147 -1.297
Sb: 2.627 2.640 -0.115
C: 1.862 4.642 -0.054
C: 3.633 2.700 1.784
H: 4.903 3.917 -0.770
H: 4.007 3.538 -2.262
H: 4.972 2.275 -1.465
H: 2.681 5.304 0.230
H: 1.047 4.738 0.665
H: 1.501 4.930 -1.045
H: 3.597 3.714 2.183
H: 4.675 2.411 1.634
H: 3.183 2.007 2.500
C: 4.221 -1.016 1.584
O: 3.163 -0.300 0.887
C: 1.929 -0.697 1.122
O: 1.648 -1.563 1.927
H: 5.109 -0.882 0.980
H: 3.968 -2.066 1.677
H: 4.362 -0.580 2.569

E_LUMO = -6.79 eV
Frontier orbital gap = 6.34 eV
HOMO energy = -13.13 eV
Total charge = +2
E = -89078.562 eV
Multiplicity = 1
Energy relative to the best compared isomer or geometry (same formula, charge and spin) = 1.547 eV